C4H11NO2 | wB97M-V/def2-TZVPD

```
18
Properties=species:S:1:pos:R:3:mulliken_charge:R:1
C -2.02705 0.20046 -1.12243 -0.76
N -1.26803 -0.89271 -0.19753 -0.53
C 0.14382 -0.23025 -0.05792 0.51
C 1.39748 -1.00878 -0.23972 -0.78
O 2.44777 -0.32533 -0.89117 -0.49
C 0.08086 0.62147 1.16090 -0.89
O 1.24456 1.44282 1.57830 -0.54
H -2.78146 -0.40759 -1.65384 0.30
H -2.72154 0.80635 -0.55153 0.34
H -1.48646 0.91543 -1.79914 0.26
H -1.58632 -0.74861 0.79472 0.36
H 0.33210 0.40783 -0.91499 0.23
H 1.67915 -1.68128 0.61746 0.26
H 1.26240 -1.61661 -1.12999 0.31
H 2.38878 0.56748 -0.65824 0.32
H -0.85609 1.29694 1.23754 0.26
H -0.15110 -0.13337 1.88566 0.51
H 1.90110 0.78577 1.94193 0.33
```

The value obtained for the molar mass is 105.14 g mol⁻¹. Its net charge is 0. The LUMO energy is 0.7 eV. The HOMO-LUMO gap is 10.62 eV. Its energy above the lowest of the compared OMol25 structures with the same formula, charge and spin is 3.825 eV. As for the SMILES: CNC(CO)CO. Its electronic energy is -9908.417 eV. Its HOMO energy is -0.3627 Eh.